# 1
Molecular formula: C37H81N13O22S2
Method: DFT, ωB97M-V/def2-TZVPD

Element x y z (Å)
C (-4.0088, -1.6547, 1.5977)
C (-3.2553, -2.5415, 2.5976)
C (-2.1465, -3.3181, 1.9062)
C (-1.0243, -3.8035, 2.8536)
C (0.2905, -3.0995, 2.5339)
C (0.8205, -3.5191, 1.1731)
C (0.9628, -2.4047, 0.1397)
C (0.2413, -2.7383, -1.1299)
N (0.3919, -1.7523, -2.2185)
C (1.6575, -1.9393, -2.9643)
C (2.3648, -0.6311, -3.3416)
C (1.6591, 0.6485, -2.9304)
C (1.6954, 0.8897, -1.4316)
C (1.6402, 2.3388, -0.9549)
C (2.0908, 2.4276, 0.5030)
C (1.0697, 2.9172, 1.5130)
C (0.3206, 4.1995, 1.2013)
C (-0.7395, -1.5334, -2.9483)
S (-0.8739, -1.3677, -4.5864)
S (-2.2020, -1.1810, -1.9713)
C (-3.1461, -2.6904, -2.2300)
C (-4.5891, -2.4470, -2.5561)
C (-5.3996, -1.4380, -1.7390)
C (-5.3826, -0.0787, -2.3880)
C (-6.0751, 0.0106, -3.7226)
O (-6.6687, -0.9045, -4.3696)
N (-6.0021, 1.3958, -4.1462)
C (-6.3925, 2.0520, -2.8654)
C (-6.0155, 1.1193, -1.6530)
C (-7.2941, 0.8153, -0.8831)
C (-7.1038, 0.6258, 0.6290)
C (-6.5654, 1.8838, 1.2363)
N (-7.6099, 2.8713, 1.4654)
O (-5.3377, 2.0794, 1.5061)
H (-4.0703, -2.1604, 0.6389)
H (-5.0028, -1.4028, 1.9586)
H (-3.4349, -0.7497, 1.4190)
H (-2.7904, -1.8885, 3.3339)
H (-3.9479, -3.2280, 3.0770)
H (-1.7166, -2.6556, 1.1584)
H (-2.5898, -4.1689, 1.4004)
H (-0.8740, -4.8682, 2.6948)
H (-1.3102, -3.6207, 3.8848)
H (0.1012, -2.0262, 2.5455)
H (1.0198, -3.2948, 3.3142)
H (1.7825, -3.9840, 1.3089)
H (0.1579, -4.2833, 0.7727)
H (2.0170, -2.2689, -0.0883)
H (0.6243, -1.4397, 0.5062)
H (-0.8066, -2.8720, -0.8864)
H (0.6294, -3.6919, -1.4846)
H (1.5359, -2.6045, -3.8071)
H (2.3339, -2.4477, -2.2827)
H (3.3506, -0.6401, -2.8936)
H (2.5245, -0.6250, -4.4148)
H (2.1868, 1.4795, -3.3971)
H (0.6539, 0.6927, -3.3327)
H (0.8065, 0.4230, -1.0113)
H (2.5319, 0.3505, -0.9959)
H (0.6133, 2.6707, -1.0796)
H (2.2535, 2.9668, -1.5928)
H (2.3308, 1.4157, 0.8170)
H (3.0147, 2.9957, 0.5833)
H (0.3831, 2.1093, 1.7495)
H (1.6199, 3.0924, 2.4347)
H (0.9249, 5.0766, 1.4118)
H (-0.0149, 4.2512, 0.1699)
H (-0.5698, 4.2674, 1.8191)
H (-2.9955, -3.3748, -1.4015)
H (-2.7209, -3.1495, -3.1132)
H (-5.0684, -3.4182, -2.4580)
H (-4.6761, -2.1645, -3.5992)
H (-5.1299, -1.4015, -0.6838)
H (-6.4282, -1.7873, -1.7664)
H (-4.3701, 0.2375, -2.6408)
H (-5.0291, 1.6351, -4.3149)
H (-7.4694, 2.1592, -2.9347)
H (-6.0077, 3.0615, -2.7868)
H (-5.2822, 1.6401, -1.0497)
H (-8.0145, 1.6158, -1.0061)
H (-7.7031, -0.1151, -1.2676)
H (-8.0854, 0.4425, 1.0554)
H (-6.4845, -0.2405, 0.8509)
H (-7.5202, 3.1531, 2.4397)
H (-7.3916, 3.7035, 0.9255)
C (-6.6619, -5.1424, 1.8655)
N (-5.3112, -5.2497, 1.2474)
O (-5.0473, -4.5084, 0.3225)
O (-4.5556, -6.0736, 1.7205)
H (-7.2125, -4.3703, 1.3434)
H (-7.1391, -6.1121, 1.7670)
H (-6.5178, -4.8935, 2.9120)
C (6.8893, 1.3049, -4.5267)
N (5.6850, 0.6693, -3.9279)
O (5.3793, 0.9791, -2.7956)
O (5.0879, -0.1307, -4.6212)
H (7.3115, 1.9836, -3.7962)
H (7.5779, 0.5036, -4.7763)
H (6.5668, 1.8271, -5.4219)
C (-2.2238, 0.9126, 3.9150)
N (-0.7862, 1.3079, 3.8813)
O (-0.4523, 2.3993, 4.2801)
O (0.0108, 0.5237, 3.3997)
H (-2.7892, 1.7276, 4.3491)
H (-2.5305, 0.7126, 2.8901)
H (-2.2972, 0.0102, 4.5136)
C (3.0455, -0.1195, 4.5656)
N (4.4462, 0.3646, 4.3852)
O (4.7261, 1.4548, 4.8320)
O (5.2317, -0.3520, 3.7882)
H (2.4938, 0.6550, 5.0838)
H (2.6304, -0.2998, 3.5811)
H (3.0816, -1.0403, 5.1396)
C (-10.7964, 3.8123, 4.2624)
N (-9.3767, 4.1307, 4.5792)
O (-9.0153, 5.2850, 4.4928)
O (-8.6668, 3.1971, 4.8991)
H (-11.2977, 4.7336, 3.9941)
H (-10.7882, 3.1049, 3.4389)
H (-11.2312, 3.3621, 5.1489)
C (-1.2266, 4.0589, -4.7537)
N (-0.3650, 4.1581, -3.5426)
O (0.7848, 3.7841, -3.6327)
O (-0.8839, 4.6023, -2.5379)
H (-0.6324, 3.6441, -5.5583)
H (-2.0623, 3.4139, -4.5022)
H (-1.5739, 5.0607, -4.9851)
C (5.1170, -3.6154, -3.7130)
N (6.6039, -3.6138, -3.5930)
O (7.1734, -2.5461, -3.4740)
O (7.1560, -4.6944, -3.6251)
H (4.7677, -2.5894, -3.6690)
H (4.8742, -4.0703, -4.6680)
H (4.7204, -4.2066, -2.8928)
C (6.8996, 0.9188, 0.9453)
N (7.2136, -0.2383, 0.0633)
O (8.3618, -0.6343, 0.0182)
O (6.3029, -0.7230, -0.5799)
H (7.8192, 1.2333, 1.4200)
H (6.4975, 1.7050, 0.3117)
H (6.1603, 0.5938, 1.6755)
C (11.0142, -1.1957, 2.0912)
N (10.3121, -0.7749, 3.3364)
O (10.5267, -1.3986, 4.3560)
O (9.5591, 0.1690, 3.2295)
H (11.6440, -2.0447, 2.3263)
H (10.2490, -1.4466, 1.3623)
H (11.5965, -0.3466, 1.7487)
C (11.0177, 4.1541, 0.8442)
N (9.5768, 3.8052, 0.9794)
O (9.2855, 2.8380, 1.6536)
O (8.7839, 4.5175, 0.3988)
H (11.5936, 3.4348, 1.4126)
H (11.2596, 4.1177, -0.2133)
H (11.1425, 5.1609, 1.2294)

Force components x, y, z for each atom (eV/Å):
C 0.4 -0.4 0.3
C 0.0 0.4 -0.5
C 0.2 -0.2 0.5
C -0.1 0.2 -0.6
C -0.4 0.2 0.4
C 0.0 0.1 -0.1
C 0.6 0.4 0.0
C 0.0 0.0 0.2
N -0.6 -1.3 -1.0
C 0.4 0.5 0.9
C -0.4 -0.1 -0.5
C 0.6 0.5 0.0
C -0.8 -0.2 0.1
C 0.3 -0.4 -0.2
C -0.2 -0.1 -0.1
C 0.2 0.3 0.4
C -0.2 0.0 -0.1
C 0.2 0.6 -0.3
S 0.4 -0.2 0.3
S 0.2 0.4 0.6
C 0.4 -0.1 -0.4
C -0.7 -0.3 0.2
C -0.2 -0.2 -0.1
C -0.3 0.3 0.3
C -1.6 -3.1 -3.0
O 2.3 3.6 2.6
N -0.4 -0.1 0.7
C -0.2 0.0 -0.4
C -0.3 0.7 -1.0
C 0.5 -0.4 0.6
C 0.1 -0.3 0.1
C 3.7 0.7 1.0
N 0.5 -0.3 0.1
O -4.5 -0.7 -0.9
H -0.2 -0.2 0.0
H -0.1 0.1 -0.1
H -0.1 0.3 -0.1
H -0.2 -0.1 0.4
H 0.0 -0.1 0.4
H 0.1 0.0 -0.3
H -0.1 -0.1 -0.3
H 0.0 -0.2 0.3
H -0.1 -0.1 0.3
H 0.1 0.2 0.1
H 0.2 -0.1 0.1
H 0.4 -0.3 0.0
H -0.1 -0.2 -0.1
H 0.2 0.2 0.0
H -0.2 0.1 0.2
H -0.1 0.0 -0.2
H -0.1 -0.2 -0.3
H -0.4 -0.1 -0.4
H -0.1 -0.2 0.3
H 0.2 0.1 0.1
H 0.0 0.0 -0.2
H 0.2 0.1 -0.2
H -0.3 0.0 0.0
H 0.0 -0.3 0.3
H 0.4 0.1 0.0
H -0.1 0.3 0.0
H 0.1 0.2 -0.1
H 0.3 -0.2 0.2
H 0.1 0.2 0.0
H -0.2 0.0 -0.3
H 0.0 -0.1 0.3
H 0.2 0.2 -0.1
H 0.0 0.0 -0.2
H -0.1 0.1 0.2
H -0.1 0.0 0.3
H 0.3 -0.2 -0.1
H -0.2 -0.2 -0.1
H 0.0 0.0 -0.2
H 0.2 0.1 -0.2
H -0.2 -0.1 0.1
H 0.3 -0.2 0.1
H 0.0 -0.2 -0.3
H -0.3 0.0 0.2
H 0.4 0.1 0.0
H 0.1 -0.1 0.3
H -0.2 0.1 -0.2
H -0.4 0.1 -0.1
H -0.1 0.0 0.1
H 0.3 0.2 -0.1
H 0.0 0.1 0.0
H 0.1 0.1 0.0
C 0.0 0.1 -0.1
N 0.1 -0.1 0.1
O -0.1 0.0 0.0
O -0.1 0.1 0.0
H 0.0 0.0 0.0
H 0.0 0.0 0.0
H 0.0 -0.1 0.0
C 0.0 0.0 0.1
N 0.0 0.0 0.2
O 0.0 0.0 -0.2
O 0.2 0.1 -0.1
H 0.0 0.0 0.0
H 0.0 0.0 0.0
H 0.0 0.0 0.0
C 0.1 0.1 0.0
N 0.6 0.3 -0.3
O -0.5 0.2 0.4
O -0.3 -0.7 0.1
H 0.0 0.0 0.0
H 0.1 0.0 0.1
H 0.0 0.0 0.0
C 0.1 0.1 0.0
N 0.3 0.1 -0.1
O -0.1 0.0 0.1
O -0.4 -0.1 0.1
H 0.0 0.0 0.0
H 0.0 0.0 -0.1
H 0.1 0.0 0.0
C 0.0 0.1 0.0
N 0.1 0.1 0.0
O -0.1 -0.1 0.0
O 0.0 0.0 -0.1
H 0.0 0.0 0.0
H 0.0 0.0 0.0
H 0.0 -0.1 0.0
C 0.1 0.0 -0.1
N 0.0 -0.1 0.1
O -0.1 0.2 -0.1
O 0.0 0.0 0.0
H 0.0 0.0 0.0
H 0.0 0.0 0.0
H 0.0 0.0 0.0
C 0.0 0.3 0.0
N 0.2 0.2 0.1
O -0.2 -0.2 -0.1
O -0.1 0.0 0.0
H 0.1 0.0 0.0
H 0.0 -0.1 0.0
H 0.1 -0.1 0.0
C 0.1 0.0 0.1
N -0.4 -0.2 -0.2
O 0.2 0.0 0.1
O 0.1 0.1 0.2
H -0.1 -0.1 0.0
H -0.1 -0.1 0.0
H 0.0 0.0 -0.1
C 0.0 -0.2 0.0
N -0.1 0.0 -0.2
O 0.0 0.1 0.0
O 0.0 0.0 0.2
H 0.0 0.0 0.0
H 0.0 0.1 0.0
H 0.0 0.0 0.0
C 0.0 -0.1 0.1
N -0.2 -0.1 0.1
O 0.2 0.3 -0.1
O 0.0 0.0 0.0
H 0.0 0.0 0.0
H 0.0 0.1 0.0
H 0.0 0.0 0.0

## Properties
* frontier orbital gap: 0.2860 hartree
* highest occupied orbital energy: -7.9188 eV
* total energy: -4620.88588 a.u.
* E_LUMO: -0.14 eV
* structure (SMILES): CCCCCCCCN(CCCCCCCC)C(=S)SCCC[C@H]1C(=O)NC[C@H]1CCC(N)=O.C[N+](=O)[O-].C[N+](=O)[O-].C[N+](=O)[O-].C[N+](=O)[O-].C[N+](=O)[O-].C[N+](=O)[O-].C[N+](=O)[O-].C[N+](=O)[O-].C[N+](=O)[O-].C[N+](=O)[O-]
* 2S+1: 1

=====

# 2
Molecular formula: C48H45F6N3
Method: DFT, ωB97M-V/def2-TZVPD

Element x y z (Å)
C (-2.7753, 1.3135, -5.2684)
C (-2.0000, 1.3173, -4.0625)
C (-1.5788, 2.5839, -3.8299)
N (-2.0350, 3.3739, -4.8356)
C (-2.6848, 2.6010, -5.7728)
H (-3.2403, 0.4723, -5.7909)
H (-1.9057, 0.5064, -3.3569)
H (-1.0915, 3.0201, -2.9548)
H (-1.8512, 4.3820, -4.9234)
H (-3.1217, 2.9918, -6.6866)
C (-0.7812, -2.9243, -3.3922)
C (-1.6375, -3.6481, -2.5100)
C (-1.6888, -3.0142, -1.2792)
N (-0.9497, -1.8619, -1.4442)
C (-0.3771, -1.8405, -2.6899)
H (-0.5481, -3.2380, -4.3965)
H (-2.0930, -4.5930, -2.6908)
H (-2.2033, -3.2672, -0.3712)
H (-0.8931, -1.0998, -0.7623)
H (0.1042, -0.9176, -3.0550)
C (3.2339, 2.5691, 4.3806)
C (2.2732, 2.1902, 3.3973)
C (1.3526, 3.1825, 3.2650)
N (1.7470, 4.1857, 4.1328)
C (2.8718, 3.8478, 4.8249)
H (4.0888, 1.9806, 4.7381)
H (2.1612, 1.2691, 2.8649)
H (0.4795, 3.2660, 2.6964)
H (1.1874, 5.0113, 4.2837)
H (3.2976, 4.4421, 5.6060)
F (1.4591, -6.2507, 2.3204)
C (2.0210, -5.0598, 1.9644)
C (2.9635, -4.5064, 2.8289)
C (3.5267, -3.2986, 2.4231)
C (3.1314, -2.6858, 1.2288)
C (2.1305, -3.2408, 0.4494)
C (1.5613, -4.4645, 0.8115)
H (3.1780, -4.9565, 3.7769)
H (4.2458, -2.8252, 3.0888)
H (3.6373, -1.7305, 1.0510)
H (1.7347, -2.6979, -0.3833)
H (0.7199, -4.9582, 0.3155)
F (8.7156, -2.3078, 2.1703)
C (7.6223, -1.4992, 2.2011)
C (6.9658, -1.2595, 0.9905)
C (5.8829, -0.4073, 0.9971)
C (5.5579, 0.2884, 2.1673)
C (6.1918, -0.0338, 3.4082)
C (7.2374, -0.9818, 3.4214)
H (7.2714, -1.7902, 0.0892)
H (5.3105, -0.2278, 0.0756)
H (4.7777, 1.0381, 2.1764)
H (5.9145, 0.5095, 4.2727)
H (7.7835, -1.2273, 4.3257)
F (-7.8422, 1.2217, -4.1031)
C (-6.8121, 0.3876, -3.8757)
C (-6.8057, -0.8902, -4.4341)
C (-5.7668, -1.7448, -4.0860)
C (-4.7715, -1.3313, -3.2074)
C (-4.8247, -0.0800, -2.6549)
C (-5.7880, 0.8482, -3.0465)
H (-7.5993, -1.2406, -5.0654)
H (-5.7850, -2.7511, -4.5214)
H (-4.0047, -2.1047, -3.0504)
H (-4.0889, 0.1944, -1.9206)
H (-5.8564, 1.8444, -2.6456)
F (6.1753, 0.2141, -2.6637)
C (4.9390, 0.5545, -3.1426)
C (4.3454, 1.7069, -2.6146)
C (3.1262, 2.0360, -3.1685)
C (2.5141, 1.2442, -4.1531)
C (3.0573, 0.0209, -4.4963)
C (4.3219, -0.3400, -3.9515)
H (4.8583, 2.2970, -1.8591)
H (2.5743, 2.9391, -2.8973)
H (1.5449, 1.5088, -4.5282)
H (2.5824, -0.6657, -5.1654)
H (4.8600, -1.2521, -4.1770)
F (-3.2846, 0.3094, 4.3284)
C (-4.4949, 0.8521, 4.6278)
C (-5.5790, 0.4547, 3.8876)
C (-6.7905, 1.1074, 4.0919)
C (-6.8189, 2.1250, 5.0487)
C (-5.6942, 2.4909, 5.8027)
C (-4.5337, 1.8341, 5.5898)
H (-5.4859, -0.3096, 3.1500)
H (-7.6850, 0.8729, 3.4803)
H (-7.7525, 2.6198, 5.1570)
H (-5.7742, 3.2132, 6.5906)
H (-3.6041, 2.1346, 6.1273)
F (2.1009, 0.3888, 0.6237)
C (0.7452, 0.3470, 0.8198)
C (0.0357, 1.0559, -0.1461)
C (-1.3508, 1.1045, 0.0653)
C (-1.9166, 0.3546, 1.1124)
C (-1.1374, -0.4078, 1.9691)
C (0.2204, -0.4362, 1.8349)
H (0.5832, 1.5611, -0.9387)
H (-1.9861, 1.6680, -0.6485)
H (-2.9509, 0.4822, 1.3488)
H (-1.5836, -1.0134, 2.7015)
H (0.9021, -0.9552, 2.5166)

Force components x, y, z for each atom (eV/Å):
C 0.9 0.5 -0.5
C -0.9 -0.9 0.1
C 0.2 0.7 0.9
N 0.2 1.2 -1.1
C -0.7 -0.5 0.5
H 0.2 0.4 0.5
H 0.1 -0.1 -0.2
H -0.1 -0.2 -0.5
H -0.2 -1.1 0.0
H 0.2 0.1 0.3
C -0.8 -1.0 0.4
C 0.3 -0.3 0.9
C 0.4 0.5 -1.6
N 0.1 0.1 0.8
C 0.2 2.0 -0.1
H 0.1 0.3 0.0
H -0.2 -0.5 -0.3
H 0.0 0.1 0.1
H 0.1 -0.6 -0.5
H 0.0 -0.8 0.4
C 0.0 0.7 0.3
C 0.0 -0.5 0.1
C 1.6 0.7 1.5
N -0.8 0.5 -0.2
C 0.0 -1.9 -0.8
H -0.6 0.4 -0.2
H 0.4 -0.3 0.0
H -1.0 0.1 -0.7
H 0.3 -0.1 0.1
H 0.0 0.3 0.0
F 0.1 0.3 0.0
C 0.0 -0.5 0.7
C -0.5 0.5 -1.1
C -0.2 -0.4 0.2
C 0.7 0.4 0.9
C -0.1 -0.2 0.3
C -0.1 0.1 0.2
H 0.2 -0.3 0.2
H 0.0 0.1 -0.3
H -0.6 -0.4 -0.5
H -0.1 0.1 -0.5
H 0.4 0.4 -0.2
F -0.3 0.1 0.0
C 0.2 -0.4 -0.5
C 0.3 -0.6 0.5
C -0.3 0.9 0.0
C 0.3 -0.8 1.4
C 0.3 -0.5 -2.6
C -0.6 1.0 -0.2
H 0.0 0.2 0.3
H 0.4 0.0 0.4
H -0.1 0.0 -0.1
H -0.2 0.3 0.8
H -0.1 0.0 -0.1
F -0.1 0.0 -0.3
C 0.7 -0.1 0.2
C 0.2 0.4 0.6
C -0.5 0.1 -0.5
C 0.0 -1.9 -0.8
C 0.3 0.8 0.1
C -0.8 -1.1 -0.1
H -0.3 0.1 -0.2
H 0.3 0.4 0.3
H -0.1 0.8 0.6
H 0.3 0.2 0.1
H 0.1 0.1 0.1
F -0.3 0.2 -0.1
C 0.7 0.3 1.8
C 0.2 -0.3 -0.7
C -0.7 0.5 -0.4
C 0.1 -0.6 0.7
C 1.6 -0.1 0.7
C -1.0 0.1 -1.1
H -0.1 -0.1 -0.2
H 0.4 -0.2 0.2
H -0.3 0.3 -0.2
H -0.3 -0.1 -0.3
H -0.3 0.0 -0.2
F -0.2 -0.1 0.2
C 0.7 -0.2 -0.5
C -0.5 0.2 0.0
C 0.1 0.5 0.2
C -0.1 -0.4 -0.4
C -1.9 -0.2 -0.2
C 2.3 0.1 0.5
H 0.2 -0.4 -0.4
H 0.7 0.1 0.6
H -0.6 0.5 0.4
H 0.0 0.4 0.1
H -0.8 -0.5 -0.5
F -0.4 -0.3 0.5
C 1.2 0.1 -1.2
C -0.7 -0.2 1.2
C -0.1 -0.1 -0.5
C 0.3 0.9 -0.3
C -0.3 0.2 -0.7
C 1.4 0.6 -0.2
H -0.2 -0.1 0.1
H 0.4 -0.4 0.7
H -0.6 -0.2 -0.2
H -0.7 -0.5 1.0
H -0.4 0.0 -0.4

## Properties
* frontier orbital gap: 0.3215 hartree
* highest occupied orbital energy: -8.3468 eV
* total energy: -2619.46507 a.u.
* E_LUMO: 0.40 eV
* structure (SMILES): c1cc[nH]c1.c1cc[nH]c1.c1cc[nH]c1.Fc1ccccc1.Fc1ccccc1.Fc1ccccc1.Fc1ccccc1.Fc1ccccc1.Fc1ccccc1
* 2S+1: 1

=====

- Number 1 is which compound?
  C37H81N13O22S2

=====

- Which of these has the lowest total energy?
  C37H81N13O22S2